(1)
107
Properties=species:S:1:pos:R:3:lowdin_charge:R:1 method="wB97M-V/def2-TZVPD" multiplicity=2 homo_ev="-12.1 / -12.1" relative_energy_ev=0.000 total_charge=+2 largest_force_ev_per_a=3.74 total_energy_ha=-5581.9537 homo_lumo_gap_ha="0.1900 / 0.1658"
In 11.868 14.328 9.830 0.89
O 8.982 13.617 12.505 0.08
C 10.084 14.014 12.131 -0.64
O 10.793 13.298 11.232 -0.23
C 10.676 15.300 12.704 -0.23
P 10.882 16.448 11.308 1.02
C 11.965 17.728 11.924 -0.40
C 11.581 18.616 12.965 -0.06
C 12.531 19.480 13.507 -0.04
C 13.823 19.552 12.929 -0.05
C 14.108 18.787 11.824 -0.08
C 13.192 17.850 11.294 -0.11
C 9.313 17.271 11.045 -0.36
C 9.326 18.561 10.508 -0.11
C 8.129 19.188 10.231 -0.06
C 6.895 18.624 10.588 -0.06
C 6.873 17.434 11.264 -0.06
C 8.058 16.682 11.450 -0.03
H 11.659 15.055 13.187 0.12
H 9.971 15.674 13.453 0.12
H 10.541 18.626 13.299 0.12
H 12.189 20.131 14.306 0.12
H 14.585 20.202 13.408 0.13
H 15.055 18.928 11.237 0.13
H 13.469 17.176 10.448 0.08
H 10.288 19.018 10.211 0.12
H 8.159 20.184 9.800 0.11
H 5.969 19.124 10.322 0.12
H 5.942 17.039 11.701 0.13
H 8.007 15.715 11.916 0.09
N 15.336 14.711 9.808 0.18
C 14.799 15.262 8.665 -0.48
N 15.629 15.786 7.817 0.19
C 15.026 16.347 6.655 -0.37
N 15.913 16.889 5.839 0.21
N 13.732 16.354 6.385 0.19
C 12.938 15.794 7.308 -0.22
N 13.452 15.202 8.460 0.06
C 11.501 15.904 7.098 -0.22
C 11.023 16.538 5.913 0.03
C 9.694 16.888 5.797 -0.02
C 8.786 16.382 6.709 0.00
C 9.279 15.605 7.756 -0.07
N 10.612 15.441 7.979 0.05
H 16.318 14.952 9.943 0.13
H 14.716 14.586 10.618 0.07
H 16.873 16.809 6.110 0.12
H 15.559 17.364 4.989 0.16
H 11.814 16.943 5.248 0.13
H 9.379 17.630 5.069 0.13
H 7.737 16.606 6.652 0.12
H 8.612 15.050 8.413 0.12
O 15.574 15.201 14.602 0.04
C 14.885 15.059 13.689 0.02
N 8.352 12.228 6.367 0.12
C 7.818 11.986 7.578 -0.42
C 6.415 11.714 7.566 -0.03
C 5.722 11.794 8.762 -0.05
C 6.461 11.893 9.974 -0.08
C 7.803 12.026 9.888 -0.18
N 8.482 12.170 8.733 0.10
H 7.782 11.997 5.530 0.12
H 9.348 12.373 6.241 0.09
H 5.898 11.633 6.604 0.11
H 4.637 11.656 8.757 0.11
H 5.928 11.775 10.923 0.11
H 8.446 12.081 10.787 0.08
C 10.753 9.259 7.919 -0.24
Si 11.653 9.261 9.604 0.28
C 12.135 7.441 9.690 -0.19
C 10.428 9.671 10.932 -0.21
Ge 13.289 10.884 9.468 0.75
Si 14.013 10.665 7.295 0.24
C 15.849 11.003 7.234 -0.22
C 13.907 8.932 6.642 -0.19
C 13.179 11.780 6.040 -0.21
Si 14.984 10.264 10.933 0.27
C 16.242 11.610 11.143 -0.24
C 14.345 9.885 12.646 -0.21
C 15.940 8.779 10.253 -0.19
H 11.071 8.392 7.270 0.04
H 10.825 10.178 7.289 0.01
H 9.664 9.094 8.106 0.04
H 11.363 6.773 9.243 0.06
H 12.096 7.090 10.762 0.05
H 13.071 7.163 9.277 0.00
H 9.422 9.515 10.535 0.03
H 10.441 10.717 11.280 0.01
H 10.606 9.020 11.786 0.04
H 16.414 10.247 7.799 0.02
H 16.049 12.020 7.622 0.03
H 16.145 10.964 6.182 0.04
H 14.788 8.372 6.968 0.04
H 13.972 8.954 5.542 0.06
H 13.057 8.298 6.907 0.01
H 12.375 12.440 6.411 0.00
H 12.652 11.087 5.339 0.05
H 13.872 12.375 5.467 0.02
H 15.970 12.451 11.808 0.02
H 16.537 12.049 10.186 0.01
H 17.180 11.211 11.516 0.04
H 13.692 10.722 12.913 0.03
H 15.204 9.929 13.265 0.02
H 13.783 8.954 12.806 0.05
H 16.801 9.164 9.680 0.03
H 15.341 8.144 9.583 0.02
H 16.408 8.145 11.050 0.07

=====

(2)
98
Properties=species:S:1:pos:R:3:lowdin_charge:R:1 method="wB97M-V/def2-TZVPD" multiplicity=2 homo_ev="-6.4 / -7.5" relative_energy_ev=0.000 total_charge=0 largest_force_ev_per_a=0.55 total_energy_ha=-2297.8904 homo_lumo_gap_ha="0.2412 / 0.2798"
Ir 0.891 -1.266 0.542 1.36
O -3.187 -1.694 2.431 0.05
C -2.989 -2.962 2.852 -0.26
C -4.057 -3.591 3.492 -0.01
C -3.931 -4.884 3.956 -0.08
C -2.736 -5.581 3.793 -0.09
C -1.676 -4.960 3.167 -0.03
C -1.777 -3.651 2.690 -0.08
C -0.614 -3.013 2.039 -0.41
O -0.853 -1.932 1.321 -0.22
N 0.565 -3.530 2.203 0.10
N 1.540 -2.798 1.522 -0.18
C 2.771 -3.131 1.700 -0.06
C 3.891 -2.448 1.114 -0.14
C 5.165 -2.818 1.583 -0.05
C 6.311 -2.211 1.132 -0.10
C 6.200 -1.204 0.168 -0.08
C 4.972 -0.827 -0.323 -0.01
C 3.779 -1.430 0.124 -0.35
O 2.655 -1.054 -0.437 -0.26
H -2.393 -1.432 1.922 0.06
H -4.978 -3.034 3.609 0.12
H -4.773 -5.357 4.447 0.10
H -2.639 -6.596 4.152 0.10
H -0.735 -5.475 3.031 0.11
H 2.946 -3.981 2.353 0.14
H 5.228 -3.602 2.330 0.11
H 7.279 -2.505 1.514 0.10
H 7.092 -0.708 -0.195 0.10
H 4.885 -0.051 -1.073 0.11
O -0.398 0.098 -0.583 -0.43
P -0.798 1.212 -1.519 0.88
C 0.552 1.790 -2.628 -0.32
C 1.728 0.817 -2.783 -0.18
C 1.503 -0.251 -3.844 -0.19
C 1.163 0.388 -5.188 -0.19
C -0.055 1.302 -5.079 -0.19
C 0.118 2.361 -3.990 -0.19
C -1.313 2.638 -0.502 -0.34
C -0.307 2.964 0.621 -0.18
C 0.732 4.031 0.283 -0.20
C 0.079 5.271 -0.318 -0.20
C -0.712 4.904 -1.569 -0.20
C -1.809 3.888 -1.251 -0.18
C -2.291 0.740 -2.485 -0.33
C -2.248 -0.705 -3.025 -0.18
C -2.522 -1.770 -1.962 -0.19
C -3.835 -1.506 -1.232 -0.19
C -3.842 -0.100 -0.638 -0.19
C -3.621 0.939 -1.734 -0.19
H 0.937 2.625 -2.039 0.09
H 1.991 0.369 -1.828 0.07
H 2.593 1.421 -3.084 0.13
H 0.699 -0.922 -3.527 0.10
H 2.398 -0.870 -3.928 0.12
H 0.995 -0.374 -5.952 0.11
H 2.024 0.980 -5.520 0.11
H -0.943 0.697 -4.881 0.09
H -0.236 1.803 -6.033 0.11
H -0.788 2.965 -3.901 0.10
H 0.907 3.052 -4.308 0.12
H -2.172 2.191 0.008 0.11
H 0.180 2.042 0.951 0.07
H -0.889 3.326 1.476 0.12
H 1.486 3.641 -0.408 0.11
H 1.275 4.290 1.195 0.11
H 0.828 6.030 -0.549 0.11
H -0.601 5.712 0.420 0.12
H -0.026 4.506 -2.321 0.09
H -1.167 5.793 -2.012 0.11
H -2.346 3.613 -2.163 0.10
H -2.546 4.381 -0.608 0.12
H -2.289 1.426 -3.338 0.10
H -1.307 -0.915 -3.532 0.08
H -3.029 -0.768 -3.792 0.12
H -1.713 -1.779 -1.233 0.08
H -2.540 -2.753 -2.439 0.12
H -3.992 -2.249 -0.449 0.11
H -4.671 -1.594 -1.935 0.12
H -3.053 -0.021 0.118 0.10
H -4.788 0.095 -0.130 0.12
H -3.715 1.952 -1.345 0.09
H -4.419 0.829 -2.478 0.12
C 1.824 1.786 3.511 -0.06
C 1.295 0.383 3.176 -0.66
C -0.196 0.328 3.506 -0.05
C 2.042 -0.633 4.061 -0.05
C 1.602 0.131 1.722 -0.13
H 1.653 2.010 4.567 0.09
H 1.322 2.552 2.918 0.06
H 2.898 1.853 3.321 0.09
H -0.353 0.524 4.569 0.09
H -0.618 -0.649 3.283 0.06
H -0.753 1.075 2.934 0.08
H 1.906 -0.384 5.118 0.08
H 3.111 -0.632 3.841 0.08
H 1.655 -1.641 3.905 0.07
H 2.571 0.517 1.398 0.06

=====

Look up the multiplicity of the second one. 2

=====

Look up the multiplicity of the second one. 2